(1)
C61H63As2FN8O3TeTi | wB97M-V/def2-TZVPD

## Properties
F_max in eV/Å: 2.282
Multiplicity: 3
Total charge: +2
E_tot in Ha: -8714.5328

```
140
Properties=species:S:1:pos:R:3:forces:R:3
Ti 0.406 1.123 0.549 -0.38 1.79 -1.36
C 3.061 3.706 0.255 -0.31 0.18 -0.16
N 2.591 2.521 0.978 0.44 -0.07 -0.26
C 3.775 1.725 1.351 -0.12 -0.14 0.45
C 4.345 0.782 0.342 -0.14 -0.05 -0.33
N 3.737 0.055 -0.555 -0.13 -0.04 -0.06
C 4.750 -0.726 -1.138 0.10 0.11 0.09
C 4.723 -1.692 -2.147 0.00 0.10 0.10
C 5.914 -2.281 -2.521 -0.08 -0.09 -0.12
C 7.132 -1.943 -1.921 0.04 0.04 0.05
C 7.184 -1.003 -0.915 0.06 0.04 0.08
C 5.982 -0.416 -0.542 -0.20 -0.14 -0.23
N 5.686 0.550 0.388 0.29 0.17 0.27
C 2.055 4.812 0.265 -0.16 -0.03 -0.04
N 0.767 4.672 0.437 0.05 -0.21 -0.03
C 0.238 5.953 0.321 0.21 0.22 -0.08
C -1.081 6.404 0.359 -0.02 0.05 -0.20
C -1.301 7.755 0.173 -0.15 0.02 -0.01
C -0.251 8.655 -0.055 0.10 0.01 -0.05
C 1.059 8.225 -0.111 0.04 0.03 0.01
C 1.275 6.868 0.085 -0.24 -0.10 -0.06
N 2.423 6.105 0.062 0.15 0.06 -0.04
H 3.291 3.418 -0.779 0.01 0.04 0.07
H 3.985 4.094 0.702 0.02 -0.03 -0.06
H 2.171 2.833 1.852 -0.03 0.02 0.00
H 3.519 1.140 2.233 -0.05 -0.02 0.05
H 4.594 2.396 1.636 -0.06 0.01 0.13
H 3.810 -1.989 -2.633 -0.32 0.02 -0.05
H 5.905 -3.024 -3.308 0.01 0.00 0.02
H 8.041 -2.423 -2.256 0.00 -0.01 0.02
H 8.117 -0.730 -0.438 0.02 -0.02 -0.02
H 6.342 0.971 1.023 -0.05 0.05 0.00
H -1.909 5.722 0.498 0.05 -0.01 -0.04
H -2.314 8.135 0.193 0.00 -0.02 0.00
H -0.474 9.702 -0.205 -0.01 0.00 0.02
H 1.877 8.906 -0.306 -0.03 0.03 0.01
H 3.354 6.446 -0.110 0.02 -0.05 0.00
C 0.670 1.538 -3.520 0.11 -0.32 0.16
C 1.252 0.183 -3.118 0.01 0.02 0.07
As 0.229 -0.395 -1.534 0.19 -1.24 -1.48
C 0.675 -2.258 -1.108 0.23 0.17 0.12
C 0.338 -3.348 -1.905 -0.08 0.18 -0.18
C 0.701 -4.630 -1.524 0.00 -0.13 0.00
C 1.387 -4.843 -0.335 0.02 0.06 0.02
C 1.706 -3.764 0.476 -0.01 -0.09 0.02
C 1.352 -2.480 0.089 0.05 0.13 -0.12
C -1.471 -0.647 -2.485 -0.14 0.26 0.27
C -2.666 -0.219 -1.913 0.07 -0.07 0.09
C -3.871 -0.388 -2.577 -0.02 -0.07 -0.02
C -3.898 -0.985 -3.828 -0.04 0.02 0.00
C -2.712 -1.397 -4.418 -0.01 -0.03 0.00
C -1.508 -1.228 -3.752 0.19 -0.01 0.02
As 0.621 2.713 -1.913 -0.62 0.52 -1.26
C 0.901 4.396 -2.894 0.41 0.05 0.37
C 2.162 4.582 -3.463 -0.01 -0.21 0.09
C 2.489 5.774 -4.089 0.01 0.06 -0.04
C 1.555 6.800 -4.147 -0.01 0.00 -0.01
C 0.293 6.617 -3.603 0.04 0.05 -0.04
C -0.032 5.423 -2.975 -0.10 -0.18 0.18
C -1.308 2.801 -1.670 -0.08 0.11 0.22
C -1.776 2.662 -0.367 0.22 -0.07 -0.35
C -3.130 2.713 -0.074 -0.05 0.00 0.09
C -4.034 2.921 -1.104 0.02 0.06 0.09
C -3.582 3.063 -2.410 -0.01 0.01 -0.06
C -2.228 3.002 -2.696 0.03 -0.04 0.01
H -0.336 1.416 -3.923 -0.02 0.13 0.07
H 1.280 2.003 -4.294 0.04 0.10 0.11
H 2.291 0.309 -2.830 0.17 -0.15 0.19
H 1.206 -0.533 -3.939 -0.02 -0.09 0.12
H -0.216 -3.205 -2.824 0.04 -0.04 0.03
H 0.470 -5.470 -2.170 -0.03 0.04 -0.02
H 1.698 -5.841 -0.052 -0.02 0.00 -0.01
H 2.247 -3.922 1.400 -0.02 0.04 0.00
H 1.612 -1.640 0.716 0.10 0.03 0.07
H -2.660 0.227 -0.927 -0.01 0.04 -0.03
H -4.791 -0.055 -2.113 0.00 0.00 0.01
H -4.838 -1.133 -4.342 0.00 0.04 -0.01
H -2.724 -1.853 -5.400 0.01 0.00 0.00
H -0.593 -1.558 -4.228 -0.04 0.03 -0.06
H 2.887 3.773 -3.428 0.06 0.08 0.00
H 3.465 5.908 -4.535 0.01 -0.04 0.02
H 1.809 7.737 -4.626 -0.01 -0.01 -0.01
H -0.441 7.410 -3.662 -0.02 -0.01 0.02
H -1.019 5.291 -2.553 -0.01 0.10 0.08
H -1.041 2.540 0.439 -0.66 0.69 0.01
H -3.477 2.602 0.946 0.00 -0.05 -0.01
H -5.093 2.984 -0.887 -0.01 -0.02 -0.01
H -4.296 3.217 -3.209 0.02 0.02 -0.01
H -1.884 3.121 -3.717 -0.03 -0.01 -0.01
F -3.092 -4.239 -1.038 -0.02 -0.16 0.03
C -2.554 -3.985 0.181 -0.08 0.06 0.00
C -2.148 -2.690 0.409 -0.04 -0.02 0.11
C -1.590 -2.307 1.631 -0.09 0.27 -0.25
C -0.979 -1.033 1.850 -0.05 -0.62 0.90
O -1.020 -0.026 0.973 0.04 -0.35 0.13
C -0.213 -0.906 3.058 -0.32 0.07 -0.53
C -0.360 -1.795 4.072 0.21 0.16 -0.05
N -1.119 -2.920 3.926 -0.17 0.11 0.29
C -1.326 -3.768 5.069 0.12 -0.10 -0.08
C -2.731 -4.135 5.445 -0.10 -0.07 -0.02
C -1.960 -3.163 6.284 0.01 0.09 0.10
C -1.557 -3.292 2.656 -0.03 -0.09 -0.19
C -1.927 -4.596 2.384 -0.01 0.06 0.07
C -2.420 -4.990 1.129 0.02 0.14 0.01
N -2.675 -6.368 0.896 0.00 -0.08 -0.07
C -2.911 -6.857 -0.456 0.13 0.06 0.08
C -2.683 -8.387 -0.452 -0.17 0.18 -0.27
N -1.921 -8.710 0.791 0.03 -0.03 -0.03
C -2.798 -8.534 1.984 -0.30 0.20 0.35
C -3.445 -7.133 1.863 -0.05 0.03 -0.13
C 0.857 0.106 3.097 0.34 -0.38 1.19
O 1.302 0.606 4.115 0.10 -0.22 -0.23
O 1.339 0.380 1.908 1.21 -1.21 1.29
H -2.263 -1.979 -0.390 0.01 0.04 -0.07
H 0.139 -1.660 5.021 0.05 -0.02 -0.02
H -0.548 -4.511 5.219 -0.04 -0.02 0.04
H -2.908 -5.132 5.824 0.05 0.01 0.06
H -3.533 -3.745 4.832 0.06 0.07 -0.03
H -1.602 -3.464 7.258 0.02 -0.09 -0.04
H -2.249 -2.123 6.224 0.00 0.00 -0.07
H -1.826 -5.331 3.170 0.05 -0.02 -0.02
H -2.200 -6.380 -1.125 0.01 0.01 -0.03
H -3.919 -6.639 -0.822 0.00 -0.04 -0.01
H -2.112 -8.706 -1.320 0.04 -0.04 0.05
H -3.616 -8.947 -0.429 0.04 -0.05 0.10
H -1.195 -7.987 0.867 0.08 -0.10 0.04
H -1.495 -9.635 0.765 -0.01 -0.02 -0.02
H -2.186 -8.630 2.879 0.10 0.01 -0.07
H -3.548 -9.322 1.990 0.08 -0.07 -0.09
H -3.442 -6.634 2.827 -0.02 -0.04 0.01
H -4.490 -7.229 1.544 0.00 0.01 0.02
C 0.926 3.761 4.376 0.01 -0.15 -0.18
Te -0.513 2.762 3.138 -0.61 0.81 0.78
C -1.690 4.557 2.976 0.14 -0.13 -0.06
H 0.393 4.280 5.168 -0.11 -0.03 -0.05
H 1.493 4.479 3.786 -0.01 -0.01 -0.03
H 1.573 3.005 4.809 0.02 -0.04 -0.06
H -1.114 5.375 2.553 0.07 -0.16 0.07
H -2.018 4.822 3.978 0.02 -0.11 0.04
H -2.566 4.374 2.358 0.03 -0.06 -0.01
```
Positions in Å, forces in eV/Å.

(2)
C2HF4I | wB97M-V/def2-TZVPD

## Properties
F_max in eV/Å: 2.377
Total charge: 0
E_tot in Ha: -773.8067

```
8
Properties=species:S:1:pos:R:3:forces:R:3
C -0.757 -1.219 -0.689 1.22 1.90 -0.73
C 0.817 1.056 0.530 -0.09 -0.06 -0.71
F 0.074 -2.224 -0.660 0.19 -1.46 1.46
F -1.698 -1.093 0.229 0.22 -0.86 -0.59
F 2.036 0.668 0.871 -0.50 -0.03 0.67
F 0.972 1.944 -0.440 -0.03 0.08 -0.46
I -0.608 1.858 1.902 0.39 -0.29 0.27
H -0.835 -0.990 -1.742 -1.39 0.73 0.09
```
Positions in Å, forces in eV/Å.

(3)
C4H12OSi2 | wB97M-V/def2-TZVPD

## Properties
F_max in eV/Å: 3.902
Total charge: 0
E_tot in Ha: -813.6670

```
19
Properties=species:S:1:pos:R:3:forces:R:3
C -1.552 -1.093 0.448 0.15 -0.21 1.72
C -1.824 1.537 -0.091 -0.73 -0.76 -0.46
C 2.798 -0.409 -0.185 2.30 -1.32 -2.25
C 2.394 0.934 0.251 -0.06 -0.09 3.25
O 1.060 0.882 0.839 0.46 0.38 0.80
Si -3.033 -0.068 -0.121 0.47 1.79 -0.61
Si -0.365 0.460 0.334 -2.05 -1.52 -2.95
H -1.825 -1.697 1.361 0.71 0.65 -0.67
H -1.083 -1.733 -0.272 -0.10 -0.64 -0.48
H -1.933 1.981 -1.083 0.62 0.08 0.02
H -1.993 2.326 0.617 -0.35 0.43 0.59
H 2.655 -0.519 -1.339 0.34 0.15 2.15
H 3.898 -0.597 0.088 -1.63 0.02 -0.43
H 2.156 -1.160 0.241 0.05 -0.43 0.37
H 2.337 1.556 -0.542 -0.30 2.18 -2.60
H 3.045 1.456 1.009 -0.66 -0.90 -0.54
H -3.550 -0.214 -1.545 0.41 -0.15 0.76
H -4.282 0.109 0.737 0.88 -0.37 -0.12
H 0.446 -0.632 -2.371 -0.50 0.71 1.47
```
Positions in Å, forces in eV/Å.

(4)
C20H29N3O6S | wB97M-V/def2-TZVPD

## Properties
F_max in eV/Å: 1.142
SMILES string: COCCCNC(=O)Cn1c(=O)oc2cc(S(=O)(=O)N3C[C@H](C)C[C@H](C)C3)ccc21
Total charge: 0
E_tot in Ha: -1793.4456

```
59
Properties=species:S:1:pos:R:3:forces:R:3
C -7.572 -2.590 -0.455 -0.02 -0.02 0.04
O -6.928 -1.421 -0.893 -0.10 0.17 -0.06
C -5.522 -1.457 -0.816 0.32 -0.05 0.14
C -4.981 -1.303 0.613 -0.42 0.17 -0.21
C -5.490 -0.021 1.277 0.07 -0.33 0.24
N -4.907 1.158 0.679 -0.44 -0.26 -0.33
C -3.959 1.885 1.286 0.09 0.61 -0.38
O -3.578 1.733 2.426 0.23 -0.03 0.36
C -3.357 2.967 0.362 -0.28 -0.17 0.29
N -2.400 2.355 -0.527 0.17 -0.14 -0.38
C -2.762 1.649 -1.651 -0.67 0.32 0.39
O -3.884 1.471 -2.046 0.02 -0.06 -0.31
O -1.642 1.166 -2.244 0.06 -0.23 -0.39
C -0.574 1.537 -1.479 0.46 0.51 0.91
C 0.764 1.270 -1.667 -0.39 -0.06 -0.24
C 1.626 1.767 -0.702 0.55 -0.13 -0.07
S 3.386 1.453 -0.847 -0.66 0.06 0.40
O 3.621 0.809 -2.110 -0.21 -0.16 0.01
O 4.095 2.664 -0.564 0.08 0.07 0.26
N 3.587 0.430 0.461 -0.17 0.78 -0.61
C 3.113 -0.918 0.232 -0.10 -0.42 -0.40
C 4.121 -1.784 -0.531 -0.02 -0.27 0.21
C 3.608 -3.214 -0.662 0.06 0.34 -0.02
C 5.469 -1.737 0.193 -0.12 0.36 -0.37
C 5.946 -0.292 0.354 0.08 -0.18 0.38
C 7.288 -0.223 1.075 -0.27 0.08 -0.21
C 4.879 0.498 1.115 0.60 0.27 -0.15
C 1.187 2.490 0.395 0.06 0.06 0.01
C -0.159 2.763 0.580 -0.14 -0.07 -0.15
C -1.033 2.276 -0.377 0.67 -0.30 -0.35
H -7.465 -2.744 0.625 -0.02 -0.03 -0.02
H -8.627 -2.465 -0.692 0.00 -0.09 0.05
H -7.186 -3.474 -0.977 -0.01 0.01 0.02
H -5.181 -0.628 -1.443 0.07 -0.13 0.01
H -5.142 -2.395 -1.248 -0.03 0.10 -0.03
H -5.288 -2.157 1.218 0.05 -0.06 0.03
H -3.890 -1.293 0.576 0.06 -0.04 0.04
H -5.223 -0.008 2.336 -0.12 0.01 -0.12
H -6.577 0.032 1.170 0.08 -0.01 0.12
H -5.087 1.301 -0.306 0.17 0.18 0.11
H -4.142 3.434 -0.238 0.12 0.02 0.04
H -2.847 3.717 0.967 -0.10 -0.09 -0.05
H 1.145 0.718 -2.510 0.00 -0.10 -0.15
H 2.177 -0.837 -0.325 -0.10 -0.23 0.09
H 2.899 -1.364 1.209 -0.05 0.01 -0.03
H 4.243 -1.349 -1.528 0.01 -0.06 0.09
H 2.656 -3.232 -1.187 -0.14 -0.09 -0.07
H 4.319 -3.820 -1.217 0.04 -0.11 -0.05
H 3.469 -3.661 0.321 -0.03 -0.10 0.12
H 6.208 -2.311 -0.369 0.04 -0.08 0.03
H 5.367 -2.196 1.181 0.03 -0.08 0.11
H 6.044 0.159 -0.640 0.03 -0.02 0.01
H 7.614 0.809 1.173 0.12 0.11 0.06
H 8.045 -0.774 0.522 0.11 -0.05 -0.01
H 7.207 -0.655 2.071 0.03 -0.06 0.14
H 5.144 1.554 1.169 0.13 -0.08 0.21
H 4.761 0.103 2.130 -0.02 0.01 -0.01
H 1.926 2.842 1.096 0.02 0.08 0.18
H -0.510 3.315 1.436 -0.03 0.06 0.12
```
Positions in Å, forces in eV/Å.

(5)
C42H30N7O6ReS | wB97M-V/def2-TZVPD

## Properties
F_max in eV/Å: 0.398
Multiplicity: 2
Total charge: +1
E_tot in Ha: -2929.6483

```
87
Properties=species:S:1:pos:R:3:forces:R:3
Re -0.392 -0.154 0.906 0.17 0.09 0.05
O 2.272 -2.562 -3.210 0.02 0.02 -0.02
C 2.033 -3.721 -2.579 0.00 -0.04 0.01
C 2.698 -4.847 -3.068 -0.01 0.03 0.02
C 2.504 -6.079 -2.485 0.01 -0.02 0.02
C 1.660 -6.224 -1.383 0.00 -0.02 -0.01
C 1.002 -5.123 -0.890 0.00 0.01 -0.01
C 1.160 -3.856 -1.479 0.01 -0.01 0.01
C 0.373 -2.733 -0.969 0.01 -0.08 0.00
O -0.407 -3.067 0.073 0.05 0.01 -0.10
N 0.424 -1.595 -1.586 -0.04 0.01 0.01
N -0.342 -0.535 -1.116 0.07 0.04 -0.14
C -0.947 0.148 -2.027 -0.09 0.10 0.12
C -1.868 1.225 -1.733 0.04 -0.11 -0.01
C -2.336 2.008 -2.798 -0.01 0.05 -0.03
C -3.282 2.989 -2.598 0.03 -0.02 -0.04
C -3.813 3.188 -1.323 0.00 -0.01 0.05
C -3.396 2.413 -0.259 0.02 0.03 -0.05
C -2.419 1.442 -0.455 0.16 -0.08 0.11
O -2.047 0.697 0.612 -0.38 0.01 -0.09
H 1.723 -1.866 -2.803 -0.02 0.00 0.02
H 3.354 -4.717 -3.918 0.00 0.00 0.00
H 3.018 -6.943 -2.888 0.00 0.01 0.00
H 1.520 -7.191 -0.919 0.00 0.00 0.00
H 0.341 -5.229 -0.043 0.00 0.01 0.01
H -0.786 -0.148 -3.059 -0.05 0.00 -0.01
H -1.936 1.827 -3.789 -0.02 0.02 -0.01
H -3.625 3.592 -3.427 0.01 -0.01 -0.01
H -4.570 3.945 -1.168 0.00 0.00 0.00
H -3.813 2.534 0.731 0.00 0.00 0.00
S -0.463 5.679 5.763 0.01 0.03 0.03
N -0.024 5.638 4.214 -0.01 0.03 0.03
C -0.116 4.377 3.827 -0.01 -0.03 0.02
C 0.200 3.879 2.504 0.03 -0.05 -0.05
C 0.671 4.681 1.459 0.00 -0.07 -0.04
C 0.970 4.093 0.251 0.00 0.05 0.06
C 0.801 2.719 0.104 0.04 -0.02 -0.08
N 0.342 1.953 1.085 -0.08 -0.01 -0.04
C 0.035 2.515 2.273 0.00 0.00 0.11
C -0.459 1.620 3.325 0.08 0.05 -0.01
N -0.629 0.319 2.996 -0.02 -0.06 -0.07
C -1.020 -0.545 3.928 -0.08 0.02 0.04
C -1.270 -0.154 5.241 0.00 0.01 -0.01
C -1.135 1.172 5.584 0.00 -0.03 -0.03
C -0.724 2.086 4.610 0.02 -0.06 -0.05
C -0.553 3.504 4.855 0.02 0.02 -0.05
N -0.783 4.119 6.002 -0.01 0.04 0.03
H 0.799 5.743 1.621 0.00 0.00 0.01
H 1.344 4.674 -0.580 0.00 0.00 0.00
H 1.068 2.205 -0.810 -0.04 0.05 0.03
H -1.172 -1.565 3.601 0.00 0.00 -0.01
H -1.584 -0.895 5.961 0.00 0.01 0.00
H -1.341 1.521 6.588 0.01 0.01 0.00
O -1.895 -2.623 1.639 0.08 -0.01 -0.07
C -1.044 -2.141 0.952 -0.17 -0.03 0.19
C 4.200 -7.812 1.412 0.02 -0.02 -0.02
C 3.312 -6.754 2.006 -0.02 0.01 -0.01
C 2.362 -7.105 2.957 0.00 0.00 -0.01
C 1.516 -6.152 3.505 0.00 0.01 -0.01
C 1.648 -4.829 3.127 0.03 0.01 -0.03
C 2.599 -4.463 2.176 0.01 -0.01 0.07
N 2.648 -3.106 1.781 -0.03 -0.03 0.01
C 3.769 -2.309 1.770 -0.02 0.03 0.04
C 4.975 -2.765 2.326 -0.02 0.02 0.01
C 6.131 -2.023 2.222 -0.02 0.02 0.01
C 6.145 -0.795 1.561 0.01 -0.02 0.00
C 4.964 -0.316 1.045 -0.02 0.04 -0.01
C 3.768 -1.035 1.159 0.00 0.10 0.08
C 2.568 -0.366 0.638 -0.07 -0.25 -0.21
O 2.553 0.509 -0.193 0.05 -0.04 0.10
O 1.389 -0.792 1.212 0.19 0.34 0.10
C 3.423 -5.421 1.580 -0.02 -0.08 0.04
C 4.378 -5.069 0.477 0.00 -0.03 -0.10
H 4.026 -8.775 1.887 0.00 0.00 0.01
H 5.256 -7.560 1.528 -0.01 0.00 0.00
H 4.019 -7.930 0.340 -0.01 0.01 0.00
H 2.281 -8.139 3.268 0.00 0.00 -0.01
H 0.771 -6.436 4.236 0.01 -0.01 0.00
H 1.021 -4.064 3.569 0.00 0.00 -0.01
H 1.763 -2.632 1.719 0.07 -0.02 0.01
H 4.984 -3.717 2.838 0.00 0.03 -0.01
H 7.041 -2.407 2.667 0.00 0.01 -0.01
H 7.059 -0.225 1.470 -0.01 0.00 0.01
H 4.925 0.643 0.544 0.01 0.00 0.01
H 4.164 -4.090 0.052 0.00 -0.06 -0.02
H 4.306 -5.800 -0.328 0.01 -0.02 0.00
H 5.417 -5.065 0.819 -0.02 0.01 0.00
```
Positions in Å, forces in eV/Å.

(6)
C6H9N | wB97M-V/def2-TZVPD

## Properties
F_max in eV/Å: 0.530
SMILES string: [H]/N=C/C=C=C(C)C
Total charge: 0
E_tot in Ha: -288.7028

```
16
Properties=species:S:1:pos:R:3:forces:R:3
H -3.268 0.092 2.169 0.04 -0.05 -0.07
N -2.395 -0.077 1.670 0.25 0.40 0.25
C -1.477 0.664 2.155 -0.23 -0.22 -0.18
C -0.094 0.663 1.641 0.12 -0.11 -0.08
C 0.255 0.223 0.453 0.09 -0.03 -0.08
C 0.636 -0.181 -0.729 -0.04 0.07 0.26
C 0.916 -1.640 -1.018 0.03 -0.08 0.01
C 0.820 0.797 -1.866 -0.04 0.08 -0.07
H -1.642 1.339 3.005 -0.05 -0.08 -0.08
H 0.670 1.044 2.318 -0.05 -0.06 -0.11
H 1.666 -1.744 -1.808 -0.05 0.07 0.10
H 0.000 -2.127 -1.367 0.10 0.06 -0.01
H 1.268 -2.181 -0.138 -0.09 0.10 -0.04
H 0.261 1.721 -1.705 0.08 -0.12 0.00
H 0.502 0.354 -2.814 -0.03 0.04 0.10
H 1.883 1.053 -1.967 -0.14 -0.07 0.00
```
Positions in Å, forces in eV/Å.

Result set for energy above the lowest of the compared OMol25 structures with the same formula, charge and spin: 228.8; 342.3; 578.8; 161.0; 46.6; 207.9 kJ/mol, one per record in the order listed.